A 2-piece molecular cluster, C8H22BrN3O2P overall, computed with wB97M-V/def2-TZVPD.

Computed properties:
Kohn-Sham gap, eV: 8.292
E_LUMO, eV: -3.27
Molar mass, g mol⁻¹: 303.161
Highest occupied orbital energy, eV: -11.56
Total charge: +1

```
37
C8H22BrN3O2P wB97M-V/def2-TZVPD
O -1.056 -3.485 -3.434
P 0.355 -2.750 -3.112
Br 1.313 -2.581 -5.139
C -0.236 -0.985 -2.751
C 0.150 0.053 -3.806
N 1.532 0.643 -3.641
C 2.206 0.192 -2.377
C 1.159 0.395 -1.293
N 0.180 -0.681 -1.378
H -1.813 -2.876 -3.358
H -1.325 -1.005 -2.775
H -0.562 0.867 -3.820
H 0.105 -0.390 -4.790
H 1.416 1.652 -3.532
H 2.123 0.520 -4.466
H 3.099 0.785 -2.229
H 2.483 -0.850 -2.488
H 1.649 0.419 -0.334
H 0.646 1.341 -1.450
H 0.576 -1.511 -0.947
C -1.324 2.175 3.343
C -1.243 0.995 2.380
C -1.425 -0.375 3.046
O -0.298 -0.835 3.762
C -0.162 -0.327 5.081
N 0.021 1.069 1.634
H -0.412 2.288 3.928
H -1.466 3.102 2.789
H -2.162 2.064 4.033
H -2.061 1.104 1.662
H -1.583 -1.115 2.256
H -2.318 -0.391 3.683
H -1.135 -0.184 5.557
H 0.395 0.613 5.092
H 0.403 -1.058 5.656
H 0.012 0.331 0.938
H 0.758 0.792 2.280
```